{
  "formula": "C3H11N3O2",
  "method": "wB97M-V/def2-TZVPD",
  "symbols": ["C", "N", "C", "N", "H", "H", "H", "H", "H", "H", "C", "O", "O", "N", "H", "H", "H", "H", "H"],
  "coordinates": [[1.15, 0.96, 1.46], [2.26, 0.64, 0.60], [2.13, 0.29, -0.61], [1.20, 0.71, -1.52], [0.43, 0.15, 1.54], [1.57, 1.14, 2.45], [0.67, 1.90, 1.15], [3.00, -0.18, -1.06], [0.29, 0.99, -1.18], [1.22, 0.32, -2.44], [-0.95, -2.16, -0.31], [-1.54, -1.15, 0.43], [-1.51, 0.19, -0.36], [-2.27, 1.15, 0.16], [-1.28, -2.19, -1.36], [-1.27, -3.08, 0.18], [0.14, -2.10, -0.29], [-3.27, 0.99, 0.06], [-1.98, 1.42, 1.10]],
  "relative_energy_kcal_mol": 143.2,
  "fmax_ev_per_a": 2.20,
  "homo_lumo_gap_ev": 9.2,
  "smiles": "C/N=C\\N.COON",
  "total_energy_ha": -435.46207,
  "multiplicity": 1
}



{
  "formula": "C16H45BF9O12S",
  "method": "wB97M-V/def2-TZVPD",
  "symbols": ["O", "S", "O", "B", "C", "C", "C", "O", "C", "F", "F", "C", "F", "F", "C", "F", "F", "C", "F", "F", "F", "H", "H", "H", "H", "H", "H", "H", "H", "H", "C", "O", "H", "H", "H", "H", "C", "O", "H", "H", "H", "H", "C", "O", "H", "H", "H", "H", "C", "O", "H", "H", "H", "H", "C", "O", "H", "H", "H", "H", "C", "O", "H", "H", "H", "H", "C", "O", "H", "H", "H", "H", "C", "O", "H", "H", "H", "H", "C", "O", "H", "H", "H", "H"],
  "coordinates": [[-3.26, 1.80, 1.33], [-3.25, 0.29, 1.38], [-3.15, -0.15, 2.83], [-1.66, -0.27, 0.47], [-0.33, 0.04, 1.38], [0.77, 0.78, 0.44], [0.32, 2.23, -0.05], [-0.42, 3.00, 0.93], [-4.70, -0.50, 0.48], [-4.70, 0.00, -0.83], [-4.38, -1.88, 0.39], [-6.11, -0.40, 1.23], [-6.05, 0.23, 2.48], [-6.54, -1.73, 1.50], [-7.29, 0.28, 0.42], [-8.48, 0.00, 1.16], [-7.52, -0.28, -0.85], [-7.22, 1.89, 0.37], [-5.94, 2.38, 0.16], [-8.02, 2.43, -0.66], [-7.78, 2.41, 1.56], [-1.70, -1.42, 0.17], [-1.67, 0.35, -0.56], [-0.55, 0.61, 2.34], [0.11, -0.98, 1.67], [0.96, 0.05, -0.42], [1.72, 0.89, 1.09], [-0.27, 2.11, -1.02], [1.27, 2.84, -0.28], [-0.05, 2.74, 1.79], [-0.71, 1.54, -4.12], [0.20, 1.05, -3.15], [-1.43, 2.19, -3.63], [-0.17, 2.10, -4.88], [-1.24, 0.70, -4.58], [0.83, 0.48, -3.60], [-1.89, 4.12, -7.10], [-1.46, 3.59, -5.86], [-1.10, 3.96, -7.84], [-2.80, 3.60, -7.43], [-2.08, 5.19, -7.00], [-2.17, 3.73, -5.22], [1.26, -3.75, 3.25], [0.98, -3.16, 1.99], [2.14, -3.28, 3.67], [0.41, -3.59, 3.92], [1.44, -4.82, 3.12], [0.19, -3.59, 1.63], [-1.50, -6.00, 5.20], [-1.45, -4.74, 4.55], [-0.50, -6.45, 5.18], [-1.81, -5.87, 6.24], [-2.20, -6.66, 4.68], [-2.34, -4.37, 4.59], [1.89, 2.62, -8.39], [1.08, 1.72, -7.65], [2.25, 2.11, -9.29], [1.30, 3.49, -8.68], [2.75, 2.93, -7.78], [0.78, 2.20, -6.86], [4.91, 1.46, -0.03], [3.74, 1.86, -0.73], [4.95, 2.00, 0.92], [4.88, 0.39, 0.16], [5.80, 1.71, -0.62], [3.73, 1.37, -1.56], [5.80, 4.11, -7.43], [4.99, 3.22, -6.68], [6.16, 3.60, -8.32], [5.21, 4.99, -7.72], [6.66, 4.43, -6.82], [4.69, 3.69, -5.89], [3.83, -5.55, 6.14], [3.30, -4.40, 5.51], [3.51, -6.44, 5.59], [4.92, -5.51, 6.13], [3.47, -5.61, 7.17], [3.61, -3.64, 6.02], [2.83, -2.02, 8.85], [3.85, -2.65, 8.09], [1.89, -2.54, 8.67], [3.07, -2.06, 9.91], [2.73, -0.98, 8.53], [4.67, -2.18, 8.27]],
  "fmax_ev_per_a": 6.06,
  "homo_lumo_gap_ev": 7.6,
  "total_energy_ha": -2861.11258,
  "total_charge": -1,
  "multiplicity": 1
}



{
  "formula": "C3H4N2O",
  "method": "wB97M-V/def2-TZVPD",
  "symbols": ["O", "C", "C", "C", "N", "N", "H", "H", "H", "H"],
  "coordinates": [[-0.11, -1.86, -0.29], [-0.01, 0.00, 1.26], [-0.52, -0.53, -0.07], [0.03, 0.45, -1.08], [0.66, 1.41, -0.53], [0.61, 1.08, 0.87], [-0.04, -2.25, 0.59], [-1.63, -0.44, -0.07], [-0.11, 0.43, -2.15], [1.13, 1.72, 1.47]],
  "relative_energy_kcal_mol": 81.9,
  "fmax_ev_per_a": 0.55,
  "homo_lumo_gap_ev": 9.6,
  "total_energy_ha": -301.35666,
  "multiplicity": 1
}



{
  "formula": "C16H15N3O2",
  "method": "wB97M-V/def2-TZVPD",
  "symbols": ["C", "O", "C", "C", "C", "C", "C", "C", "N", "N", "C", "N", "C", "C", "C", "C", "C", "C", "C", "C", "O", "H", "H", "H", "H", "H", "H", "H", "H", "H", "H", "H", "H", "H", "H", "H"],
  "coordinates": [[1.93, -3.52, 2.29], [1.85, -2.16, 1.90], [2.61, -1.12, 2.50], [3.83, -1.47, 3.15], [4.73, -0.49, 3.49], [4.53, 0.84, 3.03], [3.22, 1.20, 2.54], [2.36, 0.22, 2.14], [1.23, 0.71, 1.40], [0.59, -0.13, 0.47], [-0.45, 0.22, -0.40], [-0.76, 1.44, -0.73], [-1.86, 1.53, -1.67], [-2.49, 2.62, -2.15], [-3.53, 2.34, -3.06], [-3.95, 1.12, -3.35], [-5.16, 0.86, -4.27], [-3.35, 0.06, -2.82], [-2.28, 0.22, -1.87], [-1.38, -0.63, -1.08], [-1.27, -1.83, -1.23], [2.70, -4.06, 1.77], [2.17, -3.57, 3.42], [1.01, -4.04, 2.04], [4.12, -2.47, 3.48], [5.61, -0.81, 4.07], [5.19, 1.66, 3.27], [2.95, 2.25, 2.32], [1.34, 1.66, 1.09], [0.87, -1.12, 0.47], [-2.08, 3.59, -1.99], [-4.06, 3.17, -3.52], [-5.91, 1.70, -3.98], [-4.92, 0.94, -5.45], [-5.62, -0.07, -4.18], [-3.78, -0.89, -3.11]],
  "relative_energy_kcal_mol": 113.5,
  "fmax_ev_per_a": 5.81,
  "homo_lumo_gap_ev": 6.7,
  "smiles": "COc1ccccc1NNC1=Nc2ccc(C)cc2C1=O",
  "total_energy_ha": -933.30868,
  "multiplicity": 1
}



{
  "formula": "C14H22I2NO3P2S2V",
  "method": "wB97M-V/def2-TZVPD",
  "symbols": ["I", "I", "V", "P", "C", "C", "H", "H", "H", "H", "H", "H", "C", "H", "H", "H", "P", "C", "C", "H", "H", "H", "C", "H", "H", "H", "H", "H", "H", "C", "O", "O", "S", "O", "N", "C", "S", "C", "C", "C", "C", "C", "C", "H", "H", "H", "H"],
  "coordinates": [[-3.14, 0.48, -3.38], [-0.91, 0.47, -4.58], [-0.35, 0.12, -0.90], [-0.69, -2.21, -1.84], [-1.15, -3.37, -0.49], [-1.71, -2.89, -3.20], [-1.66, -3.99, -3.22], [0.84, -3.87, -2.65], [-1.32, -2.51, -4.16], [1.42, -2.26, -3.14], [-2.01, -2.94, 0.05], [-2.75, -2.59, -3.05], [0.96, -2.83, -2.32], [-1.46, -4.35, -0.88], [1.60, -2.78, -1.44], [-0.32, -3.47, 0.22], [-0.23, 2.51, -1.37], [-0.25, 3.37, 0.24], [1.46, 2.87, -1.93], [-1.04, 3.40, -3.49], [-1.08, 4.62, -2.19], [-2.31, 3.29, -2.26], [-1.26, 3.57, -2.43], [1.66, 2.36, -2.88], [1.58, 3.96, -2.08], [-0.15, 4.45, 0.06], [0.55, 3.00, 0.89], [2.13, 2.48, -1.16], [-1.21, 3.15, 0.73], [-1.53, 0.36, 0.46], [-2.29, 0.65, 1.31], [2.17, 2.66, 3.61], [2.64, 1.35, 3.22], [3.93, 0.90, 3.67], [2.44, 1.18, 1.58], [1.74, 0.12, 1.25], [1.77, -0.21, -0.49], [1.04, -0.52, 2.38], [-0.01, -1.43, 2.42], [-0.56, -1.82, 3.65], [-0.06, -1.29, 4.84], [0.97, -0.32, 4.81], [1.45, 0.07, 3.56], [-0.35, -1.81, 1.45], [-1.40, -2.52, 3.69], [-0.51, -1.56, 5.81], [1.36, 0.19, 5.69]],
  "relative_energy_kcal_mol": 15.1,
  "fmax_ev_per_a": 8.79,
  "homo_lumo_gap_ev": [4.7, 2.2],
  "total_energy_ha": -3844.38306,
  "s_squared": 0.7560,
  "total_charge": 3,
  "multiplicity": 2
}



{
  "formula": "H2N3P3",
  "method": "wB97M-V/def2-TZVPD",
  "symbols": ["N", "N", "N", "P", "P", "P", "H", "H"],
  "coordinates": [[-0.35, 1.25, -1.97], [-0.38, -1.15, 2.01], [0.37, -0.18, -0.15], [0.90, 0.37, -1.65], [1.17, -0.81, 1.11], [-0.26, 0.56, 1.86], [-0.16, 1.54, -2.92], [-1.29, -1.59, 1.71]],
  "relative_energy_kcal_mol": 47.0,
  "fmax_ev_per_a": 1.93,
  "homo_lumo_gap_ev": 8.1,
  "total_energy_ha": -1189.47161,
  "multiplicity": 1
}



{
  "formula": "C2H2Cl2O2S",
  "method": "wB97M-V/def2-TZVPD",
  "symbols": ["C", "C", "O", "O", "S", "Cl", "Cl", "H", "H"],
  "coordinates": [[0.19, 0.18, -0.99], [0.45, -0.74, 0.11], [-1.88, 0.83, 0.90], [0.76, 1.30, -1.11], [-3.19, 0.49, 0.29], [1.65, -0.35, 1.39], [1.04, -2.25, -0.75], [-0.45, -1.04, 0.68], [1.44, 1.58, -0.52]],
  "relative_energy_kcal_mol": 104.0,
  "fmax_ev_per_a": 2.51,
  "homo_lumo_gap_ev": [7.0, 7.0],
  "total_energy_ha": -1546.28808,
  "multiplicity": 1
}